# 1
Here is C5H5NO2 in the gas phase in a non-equilibrium geometry from the Open Molecules 2025 dataset. Energies are from ωB97M-V/def2-TZVPD.

M ... 111.1 u
LUMO level ... 0.2 eV
Strongest force on any atom ... 7.9 eV/Å
DFT total energy ... -398.5780 Ha

```
13
Properties=species:S:1:pos:R:3:lowdin_charge:R:1
O 0.33 -1.83 -2.05 0.076
O 1.53 0.27 -2.52 -0.037
N 0.71 -0.32 -0.20 -0.085
C -1.27 0.63 0.97 -0.060
C -2.30 1.10 1.50 0.137
C 0.16 0.22 0.97 -0.218
C 1.48 0.30 -1.20 -0.201
C 0.06 -1.46 -0.94 -0.222
H 2.32 1.13 -0.64 0.181
H -0.88 -1.91 -0.23 0.187
H -3.27 1.40 1.39 0.002
H 0.41 -0.58 1.65 0.132
H 0.71 1.05 1.29 0.110
```

---

# 2
Here is a molecular structure, C5H5NO2 in a non-equilibrium geometry from the Open Molecules 2025 dataset. Energies are from ωB97M-V/def2-TZVPD.

M ... 111.1 u
LUMO level ... 0.6 eV
Strongest force on any atom ... 5.5 eV/Å
DFT total energy ... -398.4770 Ha

```
13
Properties=species:S:1:pos:R:3:lowdin_charge:R:1
O 2.88 -0.08 0.18 0.022
O 2.32 1.20 -0.11 0.013
N 0.32 -1.89 -0.19 0.158
C -0.39 1.13 -0.29 -0.070
C -0.81 -1.38 -0.13 -0.257
C 1.55 -0.56 0.21 -0.051
C -1.20 -0.06 0.30 -0.158
C 1.00 0.65 -0.09 -0.212
H -1.44 -2.18 -0.46 0.112
H -0.57 1.93 0.32 0.095
H -0.55 1.21 -1.35 0.123
H -0.88 -0.12 1.29 0.111
H -2.24 0.14 0.33 0.114
```

---

# 3
Here is C5H5NO2S in the gas phase in a non-equilibrium geometry from the Open Molecules 2025 dataset. Energies are from ωB97M-V/def2-TZVPD.

M ... 143.2 u
LUMO level ... 0.2 eV
Strongest force on any atom ... 3.9 eV/Å
DFT total energy ... -796.9196 Ha

```
14
Properties=species:S:1:pos:R:3:lowdin_charge:R:1
S -1.78 0.96 0.12 1.081
O 0.46 2.46 0.04 0.049
O 0.74 -1.81 0.04 0.058
N -0.28 0.30 -0.06 -0.257
C -0.27 -1.14 0.09 -0.496
C -2.47 -0.53 0.01 -0.426
C 0.86 1.33 0.13 -0.444
C -1.64 -1.56 0.02 -0.094
C 2.21 0.83 -0.14 0.012
H 2.01 -0.16 -0.42 0.034
H 2.74 1.58 -0.85 0.139
H -1.85 -2.62 0.11 0.127
H -3.56 -0.53 0.09 0.087
H 2.82 0.88 0.84 0.130
```

---

# 4
Here is C5H5NO3 in the gas phase in a non-equilibrium geometry from the Open Molecules 2025 dataset. Energies are from ωB97M-V/def2-TZVPD.

M ... 127.1 u
LUMO level ... -0.2 eV
Strongest force on any atom ... 3.7 eV/Å
DFT total energy ... -473.9689 Ha

```
14
Properties=species:S:1:pos:R:3:lowdin_charge:R:1
O -1.75 0.73 -0.51 -0.006
O -0.84 -0.24 -2.64 0.070
O -0.91 1.12 2.41 0.060
N 1.44 -0.53 0.26 0.059
C 0.97 -0.08 1.55 0.038
C 0.37 -0.28 -0.63 -0.182
C -0.68 0.33 0.10 -0.282
C 0.24 -0.59 -1.98 -0.056
C -0.25 0.45 1.43 -0.283
H -1.40 0.20 -1.93 0.061
H 0.99 -1.06 -2.64 0.142
H 1.68 -0.07 2.38 0.134
H 1.97 -1.33 0.11 0.105
H -1.82 1.36 2.10 0.139
```